ORCA calculation (ωB97M-V/def2-TZVPD) on C20H18CdN5OS as an isolated structure at a distorted geometry.

XYZ file:
```
46
C20H18CdN5OS ωB97M-V/def2-TZVPD
H -0.74 0.37 -3.77
H -4.95 0.97 -1.40
C 1.27 -1.49 2.68
H -1.83 2.88 -0.32
N -1.81 0.05 -2.06
H -1.17 -3.14 5.14
H 1.09 3.99 -3.25
H 2.66 2.43 -2.15
C -4.04 0.87 -1.98
H -4.78 1.84 -3.74
C -2.96 0.25 -1.34
C 2.10 -0.82 1.70
H 0.53 -3.29 0.39
C 1.72 -2.55 3.49
C 0.85 -3.16 4.36
H 5.22 -0.37 0.46
C 3.47 -1.00 1.54
C 1.24 1.79 -0.68
H 4.02 -1.69 2.17
H -1.21 4.25 -2.30
H 4.00 1.30 -0.88
H -0.72 -2.86 -0.59
S -3.08 -0.23 0.29
C -0.84 2.80 -0.77
H -2.59 1.61 -4.92
H 2.74 -2.89 3.40
N -0.03 1.93 -0.19
C 0.79 3.42 -2.39
C -0.84 -1.64 3.64
N -0.40 -2.88 0.37
C -0.47 -2.69 4.46
H -1.03 -3.47 0.91
H -1.84 -1.24 3.67
C -2.73 1.21 -3.93
C 4.15 -0.25 0.59
C -1.70 0.54 -3.30
C -0.50 3.57 -1.87
C 3.46 0.68 -0.18
Cd -0.62 -0.21 0.71
C 1.66 2.55 -1.78
C 2.08 0.82 0.00
N -0.03 -1.06 2.77
O -0.80 -0.60 -1.56
H 1.18 -4.00 4.97
C -3.94 1.35 -3.26
N 1.44 0.05 0.90
```

Properties
Spin multiplicity: 2
Highest occupied orbital energy (spin up / spin down) (eV): -4.611 / -7.823
Orbital gap (spin up / spin down) (eV): 4.62 / 7.96
⟨S²⟩: 0.7718

Atomic charges from the Löwdin analysis, expressed in e, are listed below: atom 1 (H): 0.136, atom 2 (H): 0.099, atom 3 (C): -0.270, atom 4 (H): 0.110, atom 5 (N): -0.252, atom 6 (H): 0.090, atom 7 (H): 0.106, atom 8 (H): 0.105, atom 9 (C): -0.110, atom 10 (H): 0.106, atom 11 (C): -0.733, atom 12 (C): -0.265, atom 13 (H): 0.031, atom 14 (C): -0.041, atom 15 (C): -0.089, atom 16 (H): 0.098, atom 17 (C): -0.019, atom 18 (C): -0.212, atom 19 (H): 0.100, atom 20 (H): 0.103, atom 21 (H): 0.094, atom 22 (H): 0.009, atom 23 (S): 0.522, atom 24 (C): -0.158, atom 25 (H): 0.103, atom 26 (H): 0.097, atom 27 (N): 0.032, atom 28 (C): -0.060, atom 29 (C): -0.183, atom 30 (N): 0.014, atom 31 (C): -0.093, atom 32 (H): 0.030, atom 33 (H): 0.101, atom 34 (C): -0.068, atom 35 (C): -0.083, atom 36 (C): -0.042, atom 37 (C): -0.061, atom 38 (C): -0.035, atom 39 (Cd): 1.246, atom 40 (C): -0.011, atom 41 (C): -0.247, atom 42 (N): -0.037, atom 43 (O): -0.256, atom 44 (H): 0.100, atom 45 (C): -0.076, atom 46 (N): -0.031

=====

ORCA calculation (ωB97M-V/def2-TZVPD) on a 2-piece molecular cluster, C3H6NO2S2 overall at a distorted geometry.

XYZ file:
```
14
C3H6NO2S2 ωB97M-V/def2-TZVPD
H -2.29 -0.96 -3.05
S 2.87 1.14 0.74
C -1.11 -0.04 -0.46
O -2.72 -1.64 0.15
C 0.32 0.29 -0.49
C -1.57 -1.56 -0.33
H 0.85 -0.64 -0.50
N -2.08 0.74 -0.87
O -0.76 -2.39 -0.71
H -3.01 -1.21 -3.07
H -1.74 0.49 0.47
H -1.85 1.75 -0.73
H 0.65 0.92 -1.33
S 0.85 1.18 1.03
```

Properties
Relative energy (zero: lowest compared OMol25 entry of this formula, charge and spin) (kcal/mol): 122.0
Spin multiplicity: 1
Highest occupied orbital energy (eV): -3.308
Orbital gap (eV): 4.52
Net charge: -1

Atomic charges from the Löwdin analysis, expressed in e, are listed below: atom 1 (H): 0.030, atom 2 (S): -0.244, atom 3 (C): -0.436, atom 4 (O): -0.047, atom 5 (C): -0.549, atom 6 (C): -0.723, atom 7 (H): 0.061, atom 8 (N): 0.248, atom 9 (O): 0.005, atom 10 (H): 0.048, atom 11 (H): 0.257, atom 12 (H): 0.116, atom 13 (H): 0.070, atom 14 (S): 0.162

=====

ORCA calculation (ωB97M-V/def2-TZVPD) on C37H41N2O4S3W as an isolated structure.

XYZ file:
```
88
C37H41N2O4S3W ωB97M-V/def2-TZVPD
H 4.65 -1.44 -1.68
C 2.86 2.61 2.25
H 3.17 1.02 -3.57
C -2.98 -4.30 -1.41
O -1.02 1.78 2.31
H 1.23 2.84 -6.87
W -0.36 0.56 0.69
H 5.71 2.70 -1.74
H 0.97 -3.94 -1.67
C -2.21 -1.65 -1.99
H -1.19 2.90 5.14
C -0.58 1.89 -3.66
S 0.42 -1.32 -0.85
H -2.01 -1.31 7.03
C -5.16 1.61 0.52
H 5.93 0.43 -2.69
C 2.51 0.18 2.47
H -2.85 2.58 4.64
C 3.60 1.07 0.36
H 1.79 0.41 3.26
O 3.44 0.98 -6.05
H -1.23 -3.27 5.72
C -1.83 2.74 4.27
H -0.37 -2.63 -2.64
H -3.09 -0.72 1.83
O -0.46 -0.82 2.07
H 1.36 2.47 0.09
C 2.57 1.33 1.46
H -3.50 -4.89 -0.66
C 5.16 1.88 -1.31
H 2.11 2.74 3.04
H -2.52 -0.63 -1.76
H 3.18 -1.04 0.22
H -1.17 -4.50 -2.62
S -2.83 -2.67 -0.64
H 4.24 3.11 0.16
H -2.07 0.90 5.98
C -2.94 1.73 -0.37
C 1.53 1.62 -4.80
C 0.17 1.91 -4.82
C -0.71 -1.67 -2.23
S -0.53 -5.40 -0.49
C 3.73 -0.21 -0.19
C -1.70 -5.02 -1.82
H -0.34 2.11 -5.76
C -4.75 0.52 1.32
C 4.32 2.11 -0.23
H -1.98 -5.99 -2.24
C 0.45 -2.83 0.16
C 2.12 1.28 -3.59
C -1.95 2.18 -1.25
H 3.48 0.03 2.93
C -4.27 2.21 -0.32
N -2.55 0.69 0.42
H -4.55 3.04 -0.95
C -1.69 -1.19 6.00
H 2.83 3.51 1.63
C -0.87 -0.88 3.34
C -3.45 0.11 1.24
H -0.51 -2.98 3.37
C 1.38 1.27 -2.42
C 1.28 1.55 0.68
C 0.74 -4.11 -0.62
C 4.57 -0.44 -1.28
H 1.87 0.99 -1.50
C -1.25 -2.29 5.26
H -1.64 2.05 -3.73
H -0.44 -0.92 -2.98
H 3.85 2.55 2.73
C -1.73 0.05 5.41
C 2.40 1.58 -6.02
C 0.02 1.60 -2.42
N -0.76 1.54 -1.25
H 2.20 -0.77 2.02
C 5.28 0.60 -1.84
H 1.26 -2.62 0.87
C -1.37 1.56 3.48
H -2.72 -1.94 -2.91
H 1.63 -4.59 -0.21
H -1.81 3.62 3.64
C -1.32 0.24 4.07
C -0.85 -2.14 3.95
H -6.18 1.96 0.57
H -0.48 -2.91 0.72
H -3.64 -4.21 -2.27
O 1.99 2.29 -7.09
H -2.15 2.99 -1.94
H -5.44 0.01 1.98
```

Properties
Relative energy (zero: lowest compared OMol25 entry of this formula, charge and spin) (kcal/mol): 32.3
Spin multiplicity: 3
Highest occupied orbital energy (spin up / spin down) (eV): -8.992 / -10.914
Orbital gap (spin up / spin down) (eV): 5.64 / 7.19
⟨S²⟩: 2.0248
Net charge: +1

Atomic charges from the Löwdin analysis, expressed in e, are listed below: atom 1 (H): 0.111, atom 2 (C): -0.041, atom 3 (H): 0.112, atom 4 (C): -0.527, atom 5 (O): -0.087, atom 6 (H): 0.098, atom 7 (W): 1.533, atom 8 (H): 0.111, atom 9 (H): 0.070, atom 10 (C): -0.492, atom 11 (H): 0.105, atom 12 (C): -0.024, atom 13 (S): 0.909, atom 14 (H): 0.114, atom 15 (C): -0.045, atom 16 (H): 0.113, atom 17 (C): -0.045, atom 18 (H): 0.103, atom 19 (C): -0.196, atom 20 (H): 0.082, atom 21 (O): 0.131, atom 22 (H): 0.119, atom 23 (C): 0.019, atom 24 (H): 0.057, atom 25 (H): 0.104, atom 26 (O): -0.281, atom 27 (H): 0.088, atom 28 (C): -0.541, atom 29 (H): 0.073, atom 30 (C): -0.063, atom 31 (H): 0.085, atom 32 (H): 0.046, atom 33 (H): 0.087, atom 34 (H): 0.064, atom 35 (S): 0.891, atom 36 (H): 0.108, atom 37 (H): 0.114, atom 38 (C): -0.278, atom 39 (C): -0.132, atom 40 (C): -0.018, atom 41 (C): -0.438, atom 42 (S): 0.892, atom 43 (C): -0.059, atom 44 (C): -0.530, atom 45 (H): 0.119, atom 46 (C): -0.044, atom 47 (C): -0.026, atom 48 (H): 0.076, atom 49 (C): -0.497, atom 50 (C): 0.020, atom 51 (C): -0.099, atom 52 (H): 0.106, atom 53 (C): -0.004, atom 54 (N): -0.065, atom 55 (H): 0.121, atom 56 (C): -0.056, atom 57 (H): 0.080, atom 58 (C): -0.300, atom 59 (C): -0.153, atom 60 (H): 0.124, atom 61 (C): -0.048, atom 62 (C): -0.181, atom 63 (C): -0.517, atom 64 (C): -0.066, atom 65 (H): 0.045, atom 66 (C): -0.036, atom 67 (H): 0.106, atom 68 (H): 0.074, atom 69 (H): 0.103, atom 70 (C): -0.009, atom 71 (C): -0.480, atom 72 (C): -0.285, atom 73 (N): -0.120, atom 74 (H): 0.053, atom 75 (C): -0.085, atom 76 (H): 0.065, atom 77 (C): -0.316, atom 78 (H): 0.094, atom 79 (H): 0.073, atom 80 (H): 0.098, atom 81 (C): -0.099, atom 82 (C): 0.017, atom 83 (H): 0.116, atom 84 (H): 0.012, atom 85 (H): 0.081, atom 86 (O): 0.125, atom 87 (H): 0.125, atom 88 (H): 0.111